DFT (the ωB97M-V functional and the def2-TZVPD basis) results for one molecule with the formula C2H3NOS2.

Structure (ORCA input):
```
! wB97M-V def2-TZVPD RIJCOSX def2/J DEFGRID3
* xyz 0 1
S 0.168 2.523 1.103
C 0.093 1.087 0.401
N -0.400 0.815 -0.839
S -0.439 -0.814 -1.421
C 0.296 -1.301 0.183
O 0.555 -0.073 0.946
H -1.126 1.462 -1.161
H 1.279 -1.721 0.047
H -0.427 -1.976 0.740
*
```

DFT total energy = -1004.34239 a.u.
LUMO energy = 0.006 hartree
SMILES string = S=C1NSCO1
frontier orbital gap = 8.782 eV
relative energy (zero: lowest compared OMol25 entry of this formula, charge and spin) = 1.228 eV

Taken from the natural (NBO) analysis, the atomic charges in e are:
1. S -0.1081
2. C 0.3350
3. N -0.7583
4. S 0.3740
5. C -0.2145
6. O -0.4828
7. H 0.4319
8. H 0.2122
9. H 0.2107


DFT (the ωB97M-V functional and the def2-TZVPD basis) results for one molecule with the formula C2H3NOS3.

Structure (ORCA input):
```
! wB97M-V def2-TZVPD RIJCOSX def2/J DEFGRID3
* xyz 0 1
S -0.699 -1.386 -2.862
C 0.422 -1.111 -1.596
S 2.005 -1.689 -1.533
O 2.285 -1.220 0.035
N 1.039 -1.081 0.712
C 0.138 -0.462 -0.260
S 0.450 1.362 -0.486
H 1.185 -0.649 1.605
H -0.861 -0.470 0.238
H -0.638 1.529 -1.172
*
```

DFT total energy = -1402.45073 a.u.
LUMO energy = -0.029 hartree
SMILES string = S=C1SON[C@H]1S
frontier orbital gap = 8.088 eV
relative energy (zero: lowest compared OMol25 entry of this formula, charge and spin) = 2.776 eV

Taken from the natural (NBO) analysis, the atomic charges in e are:
1. S -0.0416
2. C -0.3621
3. S 0.7640
4. O -0.5247
5. N -0.3272
6. C -0.2463
7. S -0.0464
8. H 0.3889
9. H 0.2639
10. H 0.1316


DFT (the ωB97M-V functional and the def2-TZVPD basis) results for one molecule with the formula C2H3NOS3.

Structure (ORCA input):
```
! wB97M-V def2-TZVPD RIJCOSX def2/J DEFGRID3
* xyz 0 1
N 0.748 1.336 -0.641
C 0.165 0.144 -0.944
O -0.050 -0.384 -1.996
C -0.513 -0.602 0.466
S 0.367 -0.132 1.951
S -2.288 -0.417 0.223
S -1.278 -2.203 0.231
H 0.858 1.562 0.296
H 0.953 1.933 -1.390
H 1.037 -1.237 1.805
*
```

DFT total energy = -1402.53824 a.u.
LUMO energy = -0.003 hartree
SMILES string = NC(=O)C1(S)SS1
frontier orbital gap = 8.409 eV
relative energy (zero: lowest compared OMol25 entry of this formula, charge and spin) = 0.395 eV

Taken from the natural (NBO) analysis, the atomic charges in e are:
1. N -0.8312
2. C 0.6912
3. O -0.5742
4. C -0.5968
5. S 0.0384
6. S 0.1454
7. S 0.1778
8. H 0.4070
9. H 0.4083
10. H 0.1341


DFT (the ωB97M-V functional and the def2-TZVPD basis) results for one molecule with the formula C2H3NP2.

Structure (ORCA input):
```
! wB97M-V def2-TZVPD RIJCOSX def2/J DEFGRID3
* xyz 0 3
C -1.079 -1.307 -0.698
C -1.298 1.137 -0.368
N -0.985 -0.040 -0.268
P -0.883 2.870 -0.250
P -1.034 -2.690 0.253
H -1.292 -1.430 -1.969
H -1.847 3.809 -0.172
H -0.940 -3.832 -0.393
*
```

DFT total energy = -815.22773 a.u.
LUMO energy (spin up / spin down) = 0.001 / -0.099 hartree
frontier orbital gap (spin up / spin down) = 6.522 / 6.040 eV
relative energy (zero: lowest compared OMol25 entry of this formula, charge and spin) = 2.644 eV

Taken from the natural (NBO) analysis, the atomic charges in e are:
1. C -0.4501
2. C -0.0711
3. N -0.3380
4. P 0.4562
5. P 0.2640
6. H 0.2318
7. H -0.0527
8. H -0.0399


DFT (the ωB97M-V functional and the def2-TZVPD basis) results for one molecule with the formula C2H3NS.

Structure (ORCA input):
```
! wB97M-V def2-TZVPD RIJCOSX def2/J DEFGRID3
* xyz 0 1
C -0.369 -1.121 0.028
N 0.803 -0.644 -0.042
C 0.400 0.901 -0.031
S -1.399 0.272 -0.001
H -0.625 -2.099 -0.030
H 0.398 1.287 0.941
H 0.791 1.404 -0.864
*
```

DFT total energy = -530.87755 a.u.
LUMO energy = 0.025 hartree
SMILES string = C1=NCS1
frontier orbital gap = 9.961 eV
relative energy (zero: lowest compared OMol25 entry of this formula, charge and spin) = 1.555 eV

Taken from the natural (NBO) analysis, the atomic charges in e are:
1. C -0.0680
2. N -0.4043
3. C -0.3078
4. S 0.1509
5. H 0.1939
6. H 0.2152
7. H 0.2200


DFT (the ωB97M-V functional and the def2-TZVPD basis) results for one molecule with the formula C2H3NS.

Structure (ORCA input):
```
! wB97M-V def2-TZVPD RIJCOSX def2/J DEFGRID3
* xyz 0 1
C 1.327 0.895 1.143
C 0.429 0.775 0.350
S -1.044 0.722 -0.406
N -0.931 -0.942 -1.034
H 2.264 1.288 1.484
H -1.819 -1.450 -1.093
H -0.225 -1.288 -0.444
*
```

DFT total energy = -530.83934 a.u.
LUMO energy = 0.018 hartree
SMILES string = C#CSN
frontier orbital gap = 8.784 eV
relative energy (zero: lowest compared OMol25 entry of this formula, charge and spin) = 2.595 eV

Taken from the natural (NBO) analysis, the atomic charges in e are:
1. C -0.2031
2. C -0.3260
3. S 0.4854
4. N -0.9602
5. H 0.2386
6. H 0.3872
7. H 0.3781